ORCA calculation (ωB97M-V/def2-TZVPD) on a structure of composition C36H50GdN6O7S at a distorted geometry.

Structure (XYZ):
```
101
C36H50GdN6O7S ωB97M-V/def2-TZVPD
H -1.09694 -2.73468 1.63716
H 5.62228 3.31500 -1.34471
C -4.37442 2.33673 -0.96466
H 3.86417 5.34920 0.32360
H -6.39134 -2.09177 0.36537
O -0.58262 1.67509 -2.36351
H 2.40181 3.21848 -3.22277
H -3.28592 -2.67710 3.76907
C 4.77636 2.78353 -1.78541
N 1.07903 -0.28807 -3.14023
N 2.48635 0.93099 0.22647
H 4.88070 2.81082 -2.87448
H 0.89024 -1.25302 -3.38382
C -3.52259 -1.91229 -1.47076
O -0.29292 2.16481 0.87131
C -0.44927 -3.00269 -0.87568
N -1.19016 -1.92703 -0.65323
N -0.10440 -0.23531 2.00526
C -0.49779 1.61646 -3.63504
O -1.29448 2.98459 2.72199
H -3.21714 -4.78868 2.37774
H -3.99904 -2.39996 -3.45340
H 4.32692 -0.53313 4.09903
C 3.29592 3.29907 0.15485
C 2.05132 0.98636 4.27286
H 4.84981 1.16205 4.16794
C 0.54152 0.60361 -4.18706
H -4.50798 0.00457 -3.18903
H -2.53610 -1.19581 3.17422
H 4.77640 -2.06135 -0.86857
H -4.98141 3.10984 -0.49391
H -4.94101 1.42099 -1.11691
C -4.87640 -1.89658 -1.13901
H 2.62442 0.06394 2.41173
H -0.96104 0.78735 3.58083
H -1.88715 -2.20057 -4.57424
H 3.50377 3.27981 4.01824
C 1.88190 -3.73674 -1.36673
H 4.82808 1.74813 -1.44782
H 1.83249 0.00614 4.70647
C 3.44950 3.42657 -1.35370
C -5.33086 -2.12210 0.14503
C 3.10266 2.12250 2.26221
S -2.96873 2.00048 0.13976
C -0.81027 2.09576 2.03171
H -5.60229 -1.72455 -1.92840
C 3.62361 4.44553 0.87338
C -2.39099 -2.27275 3.29258
H 3.90642 5.38024 2.78309
H -4.89535 0.94025 1.17556
H 1.43029 -4.66960 -1.67221
C -4.40901 -2.44543 1.12488
H -1.11068 -1.56150 -3.11882
C -1.88907 -2.22641 -3.48104
N -0.92170 0.77281 2.57212
C 2.99685 0.84525 3.07462
C 2.29309 2.89012 -2.18591
H -0.53231 -1.12796 2.20117
H -4.23613 2.31365 2.14921
H -3.96906 2.69992 -1.90815
O -1.12632 2.27256 -4.45368
H 0.82566 -0.21780 2.41018
C -4.00052 1.44674 1.53336
C 3.66210 4.46718 2.25428
H -2.77718 0.35214 -3.00065
C 2.82059 -1.34096 -0.48079
C 1.04084 -2.73016 -0.91520
C 3.72382 -2.29773 -0.92571
H 1.11596 1.46758 3.98125
H 5.02513 0.24176 2.66081
C -2.20680 -4.48007 2.09705
H -1.55638 -2.44414 3.97789
C 3.42485 3.29201 2.93730
H 3.92674 -4.26230 -1.77374
C -3.50130 -0.32525 -3.45154
H 3.51964 4.49775 -1.56279
H 1.33651 3.25131 -1.80925
C 4.39204 0.40043 3.53238
H 2.08570 -0.19617 -3.08233
C -2.11965 -2.95565 1.94560
H -1.51203 -4.82349 2.86916
O 4.59041 -0.02251 0.33163
H 2.29121 1.80595 -2.15960
O -0.82308 -4.16766 -1.07794
H -1.67249 -3.24325 -3.15141
H -4.75551 -2.68988 2.12290
H 1.33540 1.19403 -4.64382
H 0.04978 0.04223 -4.98012
C 2.96541 2.11913 0.85767
H -1.94554 -4.95535 1.15392
C -3.05056 -2.48034 0.84520
C 3.24715 -3.50857 -1.39617
H 2.50468 1.59544 5.05641
H -3.39690 -0.26106 -4.53710
C -2.57972 -2.12786 -0.44584
N 1.49940 -1.54558 -0.49609
Gd -0.01307 0.44001 -0.55689
H -3.37156 0.75847 2.09213
O -2.35810 0.72694 -0.37217
C 3.37498 -0.04152 0.07590
C -3.25067 -1.75988 -2.97248
```

For the LUMO energy (alpha / beta), the calculation gives 2.38 / 2.38 eV. The charge is -1. The value obtained for the electronic energy is -93092.35111 eV. As for the expectation value of S²: 15.760. The spin multiplicity is 8.

ORCA calculation (ωB97M-V/def2-TZVPD) on a structure of composition ArH16O8.

Structure (XYZ):
```
25
ArH16O8 ωB97M-V/def2-TZVPD
H 1.56920 2.25278 0.56457
O 2.68701 -1.26034 -0.85382
O 0.01189 -1.08856 -4.34468
H 2.91607 1.63265 -1.60538
O -1.60035 0.89186 -2.87313
O -1.12903 1.75579 2.96927
H -0.67192 -1.94656 3.80330
H -2.47471 0.91302 -2.48420
H -0.27173 -1.94060 -4.01330
H -3.45732 -3.79150 1.65370
O 1.15613 2.44428 1.40655
H -0.09642 -0.88287 2.89265
O -2.77377 -3.12167 1.67119
H -0.30608 1.88616 2.49813
H -3.21874 -2.31763 1.40331
H 0.70172 3.27518 1.26747
H -0.56277 -0.45855 -3.90985
Ar -0.32927 -0.14830 0.02793
H 2.64482 0.58124 -0.55045
H -1.21543 1.73789 -2.64445
O 0.13546 -1.46884 3.61314
O 2.82631 1.51471 -0.65972
H 2.19532 -2.07536 -0.95488
H -1.59511 2.58623 2.87252
H 2.85883 -0.97103 -1.74993
```

For the LUMO energy, the calculation gives 0.02 eV. The value obtained for the electronic energy is -30994.07556 eV.

ORCA calculation (ωB97M-V/def2-TZVPD) on a structure of composition C3H3InO9 at a distorted geometry.

Structure (XYZ):
```
16
C3H3InO9 ωB97M-V/def2-TZVPD
O -0.78575 -2.42658 3.30798
O 2.42317 -3.15637 -1.21287
C -1.15285 3.86354 -2.39020
O -0.46631 -0.75254 2.03148
O -0.30250 -0.39362 4.22244
O -1.23410 4.13119 -3.68963
O -1.06803 4.76566 -1.56761
O 0.61250 -3.89926 -0.33645
H -0.96873 5.04781 -3.58479
C -0.50514 -1.20776 3.17491
H -0.47261 -1.08832 4.86280
C 1.25003 -2.87946 -0.65742
In 0.46957 1.15202 -0.07311
O 0.83352 -1.77958 -0.45413
O -1.07835 2.67302 -2.06975
H 2.44565 -4.04973 -1.56358
```

For the LUMO energy (alpha / beta), the calculation gives -7.36 / -6.96 eV. The charge is +1. The value obtained for the electronic energy is -26749.04867 eV. As for the expectation value of S²: 1.771. The spin multiplicity is 2.

ORCA calculation (ωB97M-V/def2-TZVPD) on a structure of composition C24H46Cl3GaN2O4Si at a distorted geometry.

Structure (XYZ):
```
81
C24H46Cl3GaN2O4Si ωB97M-V/def2-TZVPD
H -0.26923 -4.32203 -1.45720
H -3.31552 -4.55661 2.03330
H -1.42944 3.18200 1.66960
H -2.61156 -1.65244 3.08087
H -1.04316 2.97815 -5.53102
C 1.10345 3.91237 -3.64017
H -1.88428 4.39218 -4.90389
H 2.61834 0.32769 -2.11320
C 2.24948 -0.78549 0.11500
C -1.61441 3.34966 -4.67122
C 1.37534 -1.01856 3.75716
C -1.16663 -4.41246 2.30614
H 2.48393 -1.23076 1.09563
H 2.13917 4.93574 2.49409
C -1.69825 -2.04257 -3.69113
H 2.23141 -3.46599 -1.23970
C -0.94106 -0.34515 3.47870
H 1.02651 4.09952 -4.72552
Cl -0.20703 1.12801 -2.57900
H 2.28457 0.63424 2.67918
C -0.38679 3.10448 2.00549
H -1.30897 0.28650 2.65500
H 0.25555 -5.59323 -3.37369
H -3.34283 -2.87015 0.16614
O 1.67036 0.36256 0.10669
H -1.93756 3.44399 -0.98814
C -0.54958 5.48428 2.47820
H 0.97172 -4.00961 2.34513
H 1.60073 1.06778 4.27698
O 0.19980 -1.03399 2.94082
Si -0.57077 3.28743 -3.10199
C -1.30274 -1.87717 -1.17618
C -1.29572 -2.75126 -2.43990
H -1.12698 -5.13645 3.11622
H 0.89303 -2.50303 0.37858
H -1.29496 -5.05949 -4.07412
Cl -2.08881 1.14414 0.09059
H 3.45051 -3.11501 0.03058
C -0.02912 -2.92747 0.78803
H 1.92579 3.20182 2.92396
H 0.19243 -4.14467 -4.41071
H 1.79972 -1.10812 -2.84292
H -1.54910 5.32970 2.03947
C 0.00701 -3.78815 1.87797
H -2.56622 -1.40405 -3.48723
O 0.21698 2.00806 1.89884
C -0.34657 -4.71538 -3.63397
H 1.32999 4.87145 -3.16064
H -0.91563 4.88280 -1.22925
H 1.99386 -1.82133 3.34037
N 2.68811 -1.41160 -0.96971
H -0.00715 6.24156 1.88826
H -1.59302 -2.16552 4.45020
O -0.22219 -1.12597 -1.37146
C -2.39058 -4.08739 1.70708
H -2.55420 2.79312 -4.60072
C -2.42264 -3.15547 0.67583
H -2.24720 -1.29302 -1.15088
C 2.13635 0.29267 3.71287
C -1.51643 4.12540 -1.74423
C 2.66707 -0.75332 -2.27276
H -0.87769 -1.38806 -4.03184
Cl 1.36478 3.20956 -0.69326
H -0.63803 0.31004 4.32048
H -2.70739 -0.79015 4.62793
H 1.47617 4.50256 4.09289
N 0.16431 4.21780 2.48731
H -2.36490 4.65081 -2.21552
C 3.08031 -2.82247 -0.96012
H 3.11453 0.14824 4.18942
H -1.94848 -2.73456 -4.50230
Ga 0.12049 1.30641 -0.37159
C -0.63740 -3.92112 -2.40764
H 3.58244 -1.02725 -2.80345
C -2.02624 -1.30111 3.93625
C 1.51377 4.21091 3.03321
C -1.23847 -2.65199 0.15509
H 1.95188 3.23332 -3.46695
H 3.86556 -2.95640 -1.71203
H -0.66293 5.87659 3.50105
H 1.10248 -1.25757 4.79859
```

For the LUMO energy, the calculation gives 0.40 eV. The value obtained for the electronic energy is -134628.31832 eV.

ORCA calculation (ωB97M-V/def2-TZVPD) on the molecule C7H7NOS at a distorted geometry.

Structure (XYZ):
```
17
C7H7NOS ωB97M-V/def2-TZVPD
C 1.41771 -0.68984 -1.39090
O -1.11870 0.10570 2.68234
N -1.46626 -0.43288 1.64079
H -1.47974 2.26844 0.15950
H 1.39872 1.50367 -1.47798
H -0.01549 2.47242 1.18527
C -0.41343 2.10570 0.22603
S -2.96825 -0.88039 1.25398
H -0.27865 -2.74439 0.65300
C -0.44680 -0.48235 0.60236
H 1.19441 -2.81282 -1.24517
H 2.17413 -0.72515 -2.18894
H 0.06993 2.67171 -0.52726
C -0.04456 -1.73584 0.17003
C 1.05514 0.53850 -0.88955
C 0.86348 -1.83145 -0.87280
C 0.05837 0.66897 0.01928
```

For the LUMO energy, the calculation gives -0.94 eV. As for the structure (SMILES): Cc1ccccc1[N+]([O-])=S. The value obtained for the electronic energy is -21742.35615 eV.

ORCA calculation (ωB97M-V/def2-TZVPD) on a cluster of 12 separate species, BF4H22O11 in total at a distorted geometry.

Structure (XYZ):
```
38
BF4H22O11 ωB97M-V/def2-TZVPD
F 0.74542 -0.99344 0.17220
B 0.12348 0.18741 -0.14608
H 2.81629 -1.77787 -1.78922
O -2.36216 0.10828 -2.52413
O -0.00945 -1.41865 -3.94584
F -1.16684 -0.12399 -0.01974
H 0.29650 -3.98752 1.49875
O 3.52004 -1.13570 -1.69664
H -2.95933 0.84984 -2.42572
H -0.33695 -0.62907 -3.51512
H 2.10109 -0.32440 1.96028
H -1.65535 -2.41116 2.77804
O 0.44838 -3.06551 1.70627
H 0.31227 -1.11340 -4.79411
H 1.22267 1.51457 3.11499
H -2.35048 1.62062 0.02422
O -3.87707 -1.53994 0.14733
O -1.64696 -1.45582 2.83706
H 3.60451 -0.50006 1.93278
H 1.95531 1.17025 -1.97969
H -3.01503 2.98047 0.05716
H -1.05528 -1.17737 2.13805
H -1.80392 0.14497 -1.74744
O 2.90854 0.00031 2.35880
H 0.39946 -2.61816 0.86146
F 0.41954 0.75522 -1.36904
H -0.14725 2.65247 0.15827
H 0.05396 4.11156 0.50826
F 0.45016 1.07145 0.86681
H 0.70369 1.26679 4.51541
H -2.99014 -1.44054 -0.19864
O 0.62333 1.86609 3.77337
O -3.15021 2.07876 -0.23417
H 4.21051 -1.60251 -1.22593
H 3.38969 0.69091 -2.04799
O 2.81974 1.41353 -2.31105
H -4.07732 -0.69110 0.54181
O -0.52082 3.52273 0.01923
```

For the LUMO energy (alpha / beta), the calculation gives -0.17 / -8.08 eV. The value obtained for the electronic energy is -34427.98595 eV. As for the expectation value of S²: 0.757. The spin multiplicity is 2.

ORCA calculation (ωB97M-V/def2-TZVPD) on the molecule C8H11FN2O2 at a distorted geometry.

Structure (XYZ):
```
24
C8H11FN2O2 ωB97M-V/def2-TZVPD
N -1.35567 2.10342 -0.90627
H 3.02174 -0.87909 0.67764
H -3.20237 0.21518 -1.01742
N -2.15751 -1.13057 0.08660
H 1.59059 -1.50635 1.47418
H 1.34261 -1.55775 -1.71198
H 2.70057 1.54865 0.14564
C 1.56577 1.50901 -0.01735
H 1.24530 1.14905 2.13676
C -0.62007 1.07037 1.07120
H -1.28095 0.86797 1.94976
C 1.53509 -1.00290 -0.72562
C -2.31007 0.01500 -0.38438
H -1.85748 2.37701 -1.73716
C 2.21940 -1.55055 0.42552
H 1.27024 2.40833 -0.43570
O -3.24539 -1.98477 -0.24290
O -1.30752 -1.62221 0.75158
H -3.13654 -2.85866 0.16837
F 0.89297 0.66956 -2.16416
H 2.51811 -2.66441 0.36187
C 0.70910 1.38962 1.23183
C -1.41617 1.14241 -0.13118
C 1.27824 0.29170 -1.00681
```

For the LUMO energy (alpha / beta), the calculation gives 0.78 / -2.12 eV. The value obtained for the electronic energy is -18256.97206 eV. As for the expectation value of S²: 2.016. The spin multiplicity is 3.

ORCA calculation (ωB97M-V/def2-TZVPD) on the molecule C6H10.

Structure (XYZ):
```
16
C6H10 ωB97M-V/def2-TZVPD
H 0.70898 2.52654 -0.42333
C -0.78953 -0.85304 1.35592
C -0.48644 0.32707 0.45240
H 2.43284 1.76232 -0.53823
H -0.73631 0.78940 -1.72031
C -0.36572 -1.25261 -1.52465
H 0.02396 -1.58271 1.27374
C -0.58943 -0.04230 -1.02811
C 0.96706 0.74704 0.58186
H -0.34698 -1.43407 -2.59552
H -1.72167 -1.33847 1.05769
H -0.15791 -2.10114 -0.87896
H -1.18022 1.15682 0.65304
C 1.42523 1.76005 -0.13800
H 1.66413 0.06673 1.07398
H -0.84799 -0.53162 2.39849
```

For the LUMO energy, the calculation gives 1.22 eV. As for the structure (SMILES): C=CC(C)C=C. The value obtained for the electronic energy is -6382.25257 eV.

Q: What is the electronic energy in the seventh record?
A: -18256.97206 eV